DFT (the ωB97M-V functional and the def2-TZVPD basis) results for a cluster of 8 separate species, C35H85N2O13P in total.

```
! wB97M-V def2-TZVPD RIJCOSX def2/J DEFGRID3
* xyz 0 1
C 9.50 -2.39 -2.59
C 8.42 -1.47 -3.22
O 7.75 -0.76 -2.18
C 7.88 0.65 -2.28
C 6.59 1.30 -1.73
O 5.49 0.71 -2.40
C 4.34 1.55 -2.47
C 3.21 0.98 -1.55
O 1.96 1.31 -2.15
C 1.00 1.35 -1.11
C -0.43 1.58 -1.61
P -1.46 1.42 -0.01
N -1.71 2.82 0.67
O -0.52 2.80 -2.30
C -1.64 2.68 -3.12
O -2.36 3.53 -3.35
O -1.71 1.40 -3.58
C -1.06 0.57 -2.61
C -0.19 -0.50 -3.32
C -1.01 -1.84 -3.31
C -0.72 -2.59 -1.97
C -1.98 -2.70 -1.06
N -1.75 -3.84 -0.16
H 9.31 -3.42 -2.89
H 9.49 -2.27 -1.50
H 10.53 -2.14 -2.91
H 7.68 -2.10 -3.74
H 8.87 -0.82 -3.98
H 8.03 1.02 -3.30
H 8.77 0.94 -1.68
H 6.65 2.39 -1.90
H 6.60 1.12 -0.64
H 3.94 1.48 -3.49
H 4.54 2.59 -2.20
H 3.35 -0.11 -1.42
H 3.33 1.45 -0.56
H 1.07 0.49 -0.42
H 1.25 2.23 -0.49
H -0.70 0.62 0.89
H -2.72 0.82 -0.27
H -1.30 3.56 0.11
H -1.76 -0.05 -2.02
H 0.78 -0.68 -2.84
H 0.01 -0.23 -4.36
H -2.08 -1.61 -3.36
H -0.77 -2.45 -4.20
H 0.01 -2.02 -1.37
H -0.28 -3.58 -2.14
H -2.89 -2.89 -1.63
H -2.10 -1.75 -0.51
H -0.85 -3.71 0.30
H -2.47 -3.88 0.55
C 6.01 2.74 2.90
C 4.73 2.09 2.39
C 3.81 1.73 3.54
O 5.05 0.92 1.64
H 6.56 2.05 3.54
H 6.67 2.98 2.06
H 5.80 3.65 3.46
H 4.22 2.77 1.71
H 4.29 1.01 4.21
H 2.89 1.25 3.17
H 3.53 2.61 4.12
H 5.50 0.31 2.24
C 7.29 2.10 7.43
C 6.00 1.45 6.94
C 5.09 1.09 8.09
O 6.31 0.28 6.18
H 7.84 1.41 8.07
H 7.94 2.34 6.59
H 7.08 3.01 7.99
H 5.49 2.13 6.26
H 5.57 0.37 8.76
H 4.17 0.62 7.72
H 4.81 1.97 8.68
H 6.77 -0.34 6.77
C -6.13 1.42 -3.80
C -6.27 2.25 -2.53
C -6.67 3.68 -2.84
O -5.02 2.24 -1.83
H -5.36 1.84 -4.45
H -5.83 0.40 -3.57
H -7.07 1.39 -4.36
H -7.01 1.79 -1.87
H -5.91 4.17 -3.46
H -6.75 4.26 -1.91
H -7.63 3.72 -3.36
H -4.36 2.64 -2.41
C -6.47 -3.98 0.36
C -5.74 -2.68 0.66
C -6.70 -1.51 0.74
O -4.76 -2.44 -0.36
H -6.99 -3.92 -0.60
H -5.77 -4.82 0.29
H -7.21 -4.20 1.13
H -5.19 -2.78 1.60
H -7.22 -1.37 -0.21
H -6.15 -0.58 0.94
H -7.44 -1.66 1.52
H -5.23 -2.35 -1.20
C -3.76 0.20 -6.79
C -4.45 -0.94 -7.53
C -4.77 -0.56 -8.97
O -5.65 -1.29 -6.85
H -4.41 1.08 -6.75
H -3.55 -0.08 -5.76
H -2.83 0.48 -7.28
H -3.81 -1.82 -7.52
H -5.45 0.30 -9.00
H -5.27 -1.38 -9.48
H -3.86 -0.30 -9.52
H -6.23 -0.52 -6.85
C -0.85 -5.84 4.67
C -1.23 -5.73 3.20
C -0.77 -6.95 2.42
O -0.64 -4.56 2.65
H 0.23 -5.91 4.79
H -1.18 -4.96 5.22
H -1.31 -6.72 5.13
H -2.31 -5.62 3.11
H 0.32 -7.06 2.47
H -1.04 -6.85 1.37
H -1.22 -7.87 2.81
H 0.32 -4.64 2.72
C -4.32 4.05 5.09
C -2.97 3.37 5.16
C -1.84 4.33 4.80
O -2.94 2.25 4.28
H -4.52 4.41 4.07
H -5.12 3.35 5.34
H -4.38 4.91 5.77
H -2.81 2.98 6.17
H -1.96 4.69 3.77
H -0.88 3.82 4.85
H -1.82 5.19 5.47
H -3.08 2.58 3.38
*
```

Values from the calculation:
Largest force on an atom, Eh/bohr: 0.1008
Structure (SMILES): CCOCCOCCOC[C@@]1([PH2]=N)OC(=O)O[C@H]1CCCCN.CC(C)O.CC(C)O.CC(C)O.CC(C)O.CC(C)O.CC(C)O.CC(C)O
DFT total energy, eV: -76556.039
Kohn-Sham gap, eV: 8.882